Entry from OMol25: a structure of composition C22H30F9FeO6Sb2 (wB97M-V/def2-TZVPD).

```
! RIJCOSX wB97M-V def2-TZVPD def2/J DEFGRID3
* xyz 0 6
Fe -0.67162 0.91094 -1.15105
O 0.59791 5.03518 -1.85532
C 0.19610 3.91851 -1.77328
O 0.36073 2.92532 -1.05506
C -0.98584 3.42743 -3.11515
O -1.32111 4.35618 -3.77963
O -1.12732 2.21736 -3.01180
C -0.93220 3.07400 1.51886
Sb -0.85171 0.69746 1.68130
C -0.41562 -1.57959 1.72779
C 0.35733 1.01634 3.53226
C 1.23421 -0.13505 3.81629
C 0.84602 -1.10505 4.74173
C 1.60125 -2.24333 4.95576
C 2.76788 -2.43868 4.22979
C 3.17483 -1.47943 3.31898
C 2.42994 -0.31982 3.10587
C 2.88934 0.68698 2.11815
Sb 1.77496 0.69430 0.21266
C 3.22173 2.08566 -0.58962
C 2.78336 -1.10288 -0.45017
H -1.32529 3.40465 2.47910
H -1.59597 3.35946 0.70928
H 0.07787 3.43579 1.34652
H -0.86878 -1.94682 2.64602
H 0.65411 -1.78127 1.73209
H -0.91482 -2.01434 0.86937
H -0.36785 1.16427 4.33121
H 0.90097 1.94652 3.37605
H -0.07452 -0.95961 5.29503
H 1.28174 -2.97768 5.68297
H 3.36299 -3.32916 4.38201
H 4.09511 -1.62331 2.76385
H 3.91900 0.49120 1.82183
H 2.83200 1.70000 2.51843
H 4.21641 1.76041 -0.29063
H 3.01720 3.07377 -0.18391
H 3.15464 2.12923 -1.67316
H 3.85587 -0.93962 -0.35669
H 2.53164 -1.31221 -1.48426
H 2.49130 -1.94562 0.17400
F -2.96808 0.02247 -2.83249
C -3.85225 0.44348 -1.90866
F -5.07130 0.31612 -2.42244
F -3.61120 1.75266 -1.71965
C -3.60411 -0.30993 -0.57034
O -2.26198 -0.37918 -0.32878
C -4.33153 0.45736 0.57941
F -5.63052 0.67537 0.34819
F -3.76442 1.65715 0.79619
F -4.22264 -0.22128 1.73223
C -4.17177 -1.75523 -0.65634
F -5.50631 -1.81624 -0.55885
F -3.65739 -2.51180 0.31806
F -3.82644 -2.32473 -1.82513
C 0.39664 -3.34142 -2.39672
C -0.50897 -2.12970 -2.24225
O 0.20498 -0.88536 -2.32456
C 0.47990 -0.49622 -3.68201
C 1.50691 0.61784 -3.67499
H -0.21279 -4.24203 -2.33186
H 1.14379 -3.36835 -1.60489
H 0.90885 -3.34340 -3.35874
H -0.97763 -2.12614 -1.26126
H -1.29920 -2.14289 -2.99831
H -0.45388 -0.15852 -4.14091
H 0.86327 -1.35638 -4.23600
H 1.15281 1.42572 -3.03606
H 1.63676 1.00234 -4.68477
H 2.46470 0.26079 -3.29555
*
```

Computed properties:
Expectation value of S²: 9.09
Largest force on an atom, eV/A: 1.8
Energy relative to the best compared isomer or geometry (same formula, charge and spin), eV: 4.2001
LUMO level (spin up / spin down), eV: -1.106 / -1.818
Total energy, eV: -107502.1549